Computed, not measured: a 25-piece molecular cluster, C50H150O25 overall at a distorted geometry, with wB97M-V/def2-TZVPD.

Each line ends with the Mulliken charge.
Atoms and positions in Å:
1 C 1.45008 -4.74577 4.79252  -1.429
2 C 1.73855 -4.71432 3.31969  1.019
3 O 1.44201 -5.98501 2.75941  -0.628
4 H 1.85025 -3.87491 5.31174  0.304
5 H 1.83279 -5.62974 5.30265  0.456
6 H 0.37683 -4.80600 4.97306  0.196
7 H 2.81070 -4.56740 3.18928  0.060
8 H 1.15971 -3.99481 2.74059  -0.283
9 H 1.63424 -6.03036 1.81994  0.452
10 C 0.95158 3.34443 4.72940  -1.729
11 C 0.59386 3.65013 3.32712  0.976
12 O -0.83022 3.82284 3.19037  -0.354
13 H 0.51845 2.39758 5.05186  0.311
14 H 0.60264 4.08040 5.45375  0.389
15 H 2.02334 3.29166 4.92085  0.387
16 H 0.87569 2.84541 2.64809  -0.308
17 H 1.05675 4.59141 3.03076  0.074
18 H -1.08988 3.94516 2.27429  0.250
19 C 3.75926 1.94235 -6.39842  -1.252
20 C 4.51297 1.50511 -5.12041  -0.055
21 O 3.56220 1.82004 -4.13322  0.312
22 H 3.46921 2.98965 -6.31392  0.271
23 H 2.86768 1.33410 -6.55078  0.159
24 H 4.42264 1.95784 -7.26317  0.478
25 H 5.45833 2.03474 -5.00255  0.341
26 H 4.77134 0.45367 -5.24615  0.275
27 H 3.95455 1.45016 -3.33896  -0.287
28 C -5.96016 -0.68948 3.95646  -0.937
29 C -4.89086 0.09366 4.72141  0.509
30 O -5.19080 1.51004 4.75368  -0.595
31 H -6.95102 -0.39720 4.30412  0.406
32 H -5.94437 -1.77154 4.08675  0.249
33 H -5.95905 -0.55507 2.87478  -0.009
34 H -3.94777 -0.12194 4.21920  -0.340
35 H -4.83235 -0.33590 5.72148  0.511
36 H -4.37019 1.97713 4.58041  0.261
37 C 1.98799 -8.20275 -0.96268  -1.302
38 C 2.64312 -6.84954 -0.66135  -0.255
39 O 1.76908 -6.08000 0.10645  -0.150
40 H 1.17477 -8.15173 -1.68667  0.275
41 H 1.57266 -8.58941 -0.03203  0.283
42 H 2.71220 -8.87851 -1.41761  0.406
43 H 2.89014 -6.27833 -1.55623  0.251
44 H 3.59279 -6.97650 -0.14164  0.390
45 H 1.26111 -5.54926 -0.51151  0.008
46 C 6.12850 2.23924 -1.31074  -0.791
47 C 5.91998 0.72886 -1.34304  0.869
48 O 4.60982 0.51210 -1.85263  -0.012
49 H 7.05145 2.48894 -0.78736  0.475
50 H 5.38568 2.72105 -0.67498  -0.268
51 H 6.02701 2.62797 -2.32399  0.247
52 H 6.03672 0.27121 -0.36068  -0.653
53 H 6.70040 0.22313 -1.91162  0.281
54 H 4.29098 -0.22286 -1.32368  -0.215
55 C -5.20866 -1.97805 0.52268  -1.372
56 C -5.40992 -2.99417 -0.64188  0.125
57 O -5.14724 -2.37493 -1.81435  -0.557
58 H -4.24716 -1.46521 0.54731  0.019
59 H -5.40465 -2.43878 1.49088  0.435
60 H -5.95948 -1.19458 0.41998  0.605
61 H -6.47269 -3.23304 -0.60217  0.258
62 H -4.73888 -3.83727 -0.47763  0.053
63 H -4.73320 -3.03822 -2.37130  0.472
64 C -5.51269 2.50965 1.18055  -1.643
65 C -4.11035 1.85217 1.34162  0.935
66 O -3.34796 2.07252 0.15952  0.392
67 H -6.14696 2.41086 2.06148  0.343
68 H -6.08511 2.03515 0.38351  0.390
69 H -5.30133 3.51820 0.82523  0.399
70 H -4.10585 0.78636 1.56990  -0.118
71 H -3.53852 2.28150 2.16428  -0.238
72 H -3.74304 1.46409 -0.46922  -0.276
73 C 0.38331 -0.98559 3.80503  -0.280
74 C -1.13536 -0.99322 3.93177  0.349
75 O -1.56909 -1.84201 4.97626  -0.672
76 H 0.79259 -1.99579 3.79575  -0.322
77 H 0.86950 -0.49920 4.65069  0.393
78 H 0.81763 -0.57124 2.89521  -0.322
79 H -1.60980 -1.18746 2.96986  0.110
80 H -1.39343 0.03927 4.16728  0.226
81 H -2.32192 -2.35269 4.66959  0.535
82 C -5.33245 -6.35414 -2.29994  -1.142
83 C -4.41713 -5.88437 -3.40952  -0.290
84 O -4.05883 -4.52355 -3.18511  -0.503
85 H -6.29709 -5.85136 -2.36902  0.265
86 H -4.96501 -6.26930 -1.27726  0.233
87 H -5.51184 -7.41463 -2.47675  0.419
88 H -4.78946 -6.08681 -4.41375  0.352
89 H -3.50015 -6.47311 -3.43460  0.295
90 H -3.37068 -4.28532 -3.81064  0.145
91 C 3.85015 7.13403 0.92065  -1.310
92 C 4.40095 5.70844 1.07127  -0.120
93 O 3.46388 4.85914 1.66544  -0.252
94 H 4.66246 7.84394 0.76485  0.424
95 H 3.44392 7.52803 1.85224  0.324
96 H 3.10708 7.29027 0.13864  0.199
97 H 5.28931 5.72432 1.70267  0.444
98 H 4.76449 5.32963 0.11605  0.221
99 H 2.77243 4.62183 1.04321  0.162
100 C 2.87930 -2.30947 -3.85478  -1.557
101 C 1.88287 -1.20478 -3.35365  0.813
102 O 0.82695 -1.85315 -2.70676  1.526
103 H 2.43454 -2.95943 -4.60833  0.438
104 H 3.33364 -2.88207 -3.04619  0.160
105 H 3.67619 -1.82713 -4.42083  0.270
106 H 1.48366 -0.62183 -4.18365  -0.043
107 H 2.38556 -0.53773 -2.65334  -0.717
108 H 0.36315 -1.24146 -2.13030  -0.865
109 C 5.11608 -2.12440 3.93672  -0.386
110 C 6.47241 -1.70120 3.37557  -0.613
111 O 6.27609 -1.11950 2.09712  -0.340
112 H 5.34977 -2.54272 4.91576  0.472
113 H 4.62186 -2.85826 3.30009  -0.191
114 H 4.43807 -1.27801 4.04639  0.111
115 H 7.16166 -2.53542 3.24476  0.377
116 H 7.02066 -1.02786 4.03446  0.399
117 H 7.13913 -0.85307 1.77191  0.159
118 C -2.94686 5.54153 0.95103  -1.281
119 C -2.00941 4.89823 -0.08952  0.470
120 O -1.36187 3.85353 0.55983  0.336
121 H -2.37360 6.23917 1.56160  0.309
122 H -3.49914 4.80904 1.53971  -0.234
123 H -3.65359 6.17661 0.41691  0.521
124 H -1.28219 5.63282 -0.43541  0.375
125 H -2.51781 4.61399 -1.01085  -0.106
126 H -2.01943 3.15899 0.47713  -0.611
127 C -3.59992 2.13520 -2.93475  -1.119
128 C -3.93477 0.60111 -2.89931  0.060
129 O -4.14954 0.09256 -1.59134  -0.374
130 H -4.44593 2.66522 -2.49723  0.459
131 H -3.43638 2.51737 -3.94237  0.536
132 H -2.72381 2.39158 -2.33909  -0.228
133 H -3.18026 -0.06335 -3.32039  -0.234
134 H -4.83267 0.40671 -3.48590  0.582
135 H -4.57530 -0.76237 -1.68839  0.308
136 C -2.09924 -4.81438 3.01706  -0.663
137 C -3.43757 -4.21578 2.92470  0.138
138 O -3.58943 -3.35039 4.03282  -0.481
139 H -2.06032 -5.58158 2.24376  0.423
140 H -2.02441 -5.32428 3.97753  0.436
141 H -1.34438 -4.02970 2.96659  -0.177
142 H -4.15623 -5.03346 2.86960  0.528
143 H -3.55447 -3.64441 2.00384  -0.487
144 H -4.36308 -3.66344 4.50722  0.228
145 C 4.31832 -3.94000 0.28487  -1.141
146 C 3.46804 -2.68639 0.46833  0.551
147 O 4.29757 -1.56436 0.27136  0.017
148 H 3.83170 -4.75274 0.82409  0.114
149 H 5.22076 -3.93618 0.89618  0.299
150 H 4.57807 -4.15192 -0.75231  0.354
151 H 3.05313 -2.65888 1.47590  -0.046
152 H 2.66479 -2.68422 -0.26848  -0.121
153 H 4.91424 -1.50654 1.00483  -0.282
154 C 2.52255 3.73609 -1.64780  0.969
155 C 1.52186 4.71171 -1.13135  0.578
156 O 1.30721 4.38646 0.23788  0.508
157 H 2.08536 2.73801 -1.67589  -0.587
158 H 3.36317 3.55058 -0.97918  -1.123
159 H 2.82198 3.98033 -2.66701  0.519
160 H 0.60080 4.68307 -1.71352  -0.412
161 H 1.95279 5.70853 -1.22480  -0.108
162 H 0.37952 4.23591 0.43368  -0.140
163 C -2.25872 -1.61715 -5.81466  -1.221
164 C -1.64291 -2.62487 -4.87548  0.950
165 O -2.26367 -3.88547 -5.25491  -0.636
166 H -3.33015 -1.61332 -5.61436  0.306
167 H -2.15158 -1.94026 -6.85015  0.476
168 H -1.87642 -0.61351 -5.62852  0.128
169 H -1.73454 -2.44839 -3.80378  -0.446
170 H -0.57219 -2.70583 -5.06285  0.112
171 H -2.04259 -4.02998 -6.17787  0.327
172 C 3.97725 1.38022 2.27247  0.865
173 C 5.20355 2.02778 2.86536  -0.368
174 O 4.94247 3.23162 3.46400  -0.645
175 H 3.34562 1.99178 1.62815  -0.292
176 H 3.30265 0.97425 3.02626  0.301
177 H 4.34678 0.56182 1.65460  -0.297
178 H 5.91050 2.30563 2.08361  0.223
179 H 5.81364 1.41341 3.52753  0.082
180 H 4.32607 3.75135 2.94292  0.261
181 C -1.62512 5.70737 -3.63536  -0.113
182 C -0.69518 6.11301 -4.76914  -0.679
183 O 0.62658 5.92208 -4.35785  -0.552
184 H -1.47973 6.31171 -2.73997  0.224
185 H -1.48659 4.66024 -3.36621  -0.345
186 H -2.65791 5.72515 -3.98337  0.497
187 H -0.86136 7.14149 -5.08962  0.413
188 H -0.88817 5.53412 -5.67233  0.240
189 H 0.84206 4.99478 -4.48150  0.415
190 C -3.87846 4.85146 4.65825  -0.686
191 C -3.34461 3.81474 5.67944  -0.531
192 O -2.70606 2.77382 4.96602  -0.553
193 H -3.10599 5.49891 4.24330  0.245
194 H -4.74862 5.34346 5.09284  0.446
195 H -4.28538 4.38523 3.76095  -0.019
196 H -4.16963 3.36319 6.23039  0.414
197 H -2.65670 4.30121 6.37098  0.403
198 H -2.00334 3.13654 4.42176  0.263
199 C -0.99127 -3.95906 -0.17261  0.531
200 C -0.72278 -4.53222 -1.58874  0.237
201 O 0.57936 -4.39268 -1.89788  -0.310
202 H -0.53191 -4.67047 0.51368  0.205
203 H -2.06275 -3.95965 0.02744  -0.348
204 H -0.51289 -3.00166 0.03386  -0.374
205 H -1.18552 -3.91469 -2.35855  -0.497
206 H -0.99973 -5.57775 -1.72393  0.450
207 H 0.67166 -3.53671 -2.32262  0.050
208 C 0.74963 0.05439 0.21540  0.447
209 C -0.71531 0.34877 -0.07875  0.923
210 O -1.06669 -0.38845 -1.25352  2.123
211 H 1.11820 0.72264 0.99367  -0.294
212 H 1.37175 0.07564 -0.67936  -0.944
213 H 0.94601 -0.96305 0.55357  -0.277
214 H -0.85766 1.42528 -0.17341  -0.443
215 H -1.33506 0.06318 0.77122  -0.327
216 H -2.02311 -0.47009 -1.26810  -1.316
217 C -0.10088 1.73967 -3.42111  3.466
218 C 0.07433 2.38133 -4.78957  -1.018
219 O 1.12456 3.27424 -4.70617  -0.327
220 H 0.87115 1.44177 -3.02803  -1.084
221 H -0.80759 0.92060 -3.55445  -0.287
222 H -0.47322 2.45891 -2.69163  -1.302
223 H -0.77516 2.96294 -5.14763  0.385
224 H 0.33508 1.60675 -5.51077  0.225
225 H 1.94126 2.79325 -4.55367  -0.163

- HOMO energy (hartree) = -0.3357
- charge = 0
- Kohn-Sham gap (eV) = 9.3
- maximum force (hartree/bohr) = 0.0702
- total energy (eV) = -105466.1478
- energy relative to the best compared isomer or geometry (same formula, charge and spin) (kcal/mol) = 27.26